92
Properties=species:S:1:pos:R:3:lowdin_charge:R:1 method="wB97M-V/def2-TZVPD" charge=-1 homo_energy_ev=-5.090 orbital_gap_ev=7.55 max_force_ev_per_a=8.7 lumo_energy_ev=2.459 e_tot_ha=-3046.24849
C 4.314 -1.405 3.210 -0.162
C 2.677 -1.332 3.254 -0.263
C 2.064 0.032 3.912 -0.239
C 2.691 1.437 3.414 -0.275
C 2.962 1.803 1.897 -0.329
P 1.638 2.359 0.640 0.343
C 0.240 3.052 -0.467 -0.304
C 2.735 3.778 -0.091 -0.366
C 2.792 4.056 -1.676 -0.268
C 4.354 3.959 -2.274 -0.239
C 5.047 5.402 -1.788 -0.166
C 2.436 1.294 -0.718 -0.592
S 2.604 -0.545 -0.480 0.753
C 4.446 -1.026 -0.645 -0.502
C 4.657 -2.119 -1.893 -0.196
C 0.382 0.972 1.105 -0.375
P -0.806 0.257 -0.200 0.714
O -1.221 -1.217 0.323 -0.432
O -2.379 1.086 -0.271 -0.257
O -0.290 0.048 -1.812 -0.252
P 0.954 3.770 2.149 0.663
O 0.048 3.248 3.323 -0.431
O 0.000 5.143 1.546 -0.301
O 2.241 4.618 3.039 -0.270
H 4.596 -2.436 2.682 0.079
H 4.758 -1.358 4.300 0.078
H 4.823 -0.560 2.578 0.052
H 2.325 -2.230 3.957 0.108
H 2.191 -1.586 2.195 0.082
H 0.881 0.034 3.752 0.111
H 2.198 -0.050 5.096 0.117
H 2.262 2.273 4.151 0.110
H 3.807 1.345 3.867 0.114
H 3.757 1.012 1.483 0.084
H 3.689 2.752 2.033 0.086
H 0.130 2.564 -1.518 0.045
H -0.761 3.052 0.186 0.066
H 0.323 4.212 -0.744 0.072
H 2.321 4.774 0.422 0.076
H 3.895 3.664 0.171 0.087
H 2.132 3.461 -2.407 0.085
H 2.512 5.205 -1.853 0.110
H 4.962 3.098 -1.755 0.092
H 4.384 3.930 -3.452 0.104
H 6.144 5.538 -2.168 0.062
H 4.946 5.513 -0.610 0.075
H 4.372 6.273 -2.237 0.073
H 3.587 1.622 -0.781 0.052
H 1.939 1.402 -1.799 0.061
H 4.908 -1.392 0.367 0.052
H 4.981 -0.035 -1.031 0.076
H 4.555 -1.464 -2.886 0.083
H 3.854 -2.971 -1.857 0.064
H 5.738 -2.591 -1.783 0.070
H 0.861 0.017 1.574 0.032
H -0.424 1.296 1.924 0.097
H -3.120 0.420 -0.156 0.052
H -0.850 0.651 -2.392 0.089
H -0.685 5.402 2.234 0.071
H 3.037 4.778 2.467 0.039
C -0.319 -5.228 -2.829 -0.117
O -0.865 -5.078 -1.522 -0.196
C -1.543 -3.829 -1.358 -0.190
C -3.062 -4.003 -1.458 -0.187
O -3.456 -4.386 -2.779 -0.198
C -3.734 -5.778 -2.877 -0.120
H -0.033 -6.274 -2.964 0.082
H -1.041 -4.962 -3.606 0.080
H 0.574 -4.604 -2.927 0.084
H -1.182 -3.090 -2.083 0.124
H -1.297 -3.463 -0.356 0.102
H -3.539 -3.040 -1.250 0.101
H -3.425 -4.725 -0.717 0.126
H -4.699 -5.996 -2.410 0.082
H -2.955 -6.384 -2.412 0.081
H -3.792 -6.042 -3.937 0.085
C -8.649 -0.836 0.912 -0.113
O -8.151 -1.860 0.056 -0.198
C -7.419 -1.330 -1.054 -0.191
C -5.907 -1.440 -0.827 -0.195
O -5.479 -0.595 0.245 -0.204
C -5.266 -1.320 1.452 -0.099
H -8.981 -1.299 1.844 0.087
H -7.883 -0.091 1.147 0.084
H -9.505 -0.347 0.438 0.083
H -7.712 -0.293 -1.256 0.124
H -7.687 -1.931 -1.928 0.121
H -5.392 -1.096 -1.729 0.127
H -5.611 -2.480 -0.647 0.114
H -4.333 -1.887 1.382 0.088
H -6.093 -1.997 1.673 0.081
H -5.178 -0.601 2.272 0.095

276
Properties=species:S:1:pos:R:3:lowdin_charge:R:1 method="wB97M-V/def2-TZVPD" homo_energy_ev=-8.064 orbital_gap_ev=8.28 max_force_ev_per_a=2.6 lumo_energy_ev=0.220 e_tot_ha=-4537.72145
C -2.336 3.999 3.672 -0.064
C -1.219 4.095 2.642 -0.281
O -0.523 5.340 2.835 -0.120
H -3.124 4.748 3.476 0.087
H -1.932 4.166 4.686 0.074
H -2.775 3.009 3.734 0.047
H -1.594 4.189 1.627 0.093
H -0.530 3.224 2.762 0.115
H -0.094 5.124 3.678 0.035
C 2.580 4.205 3.596 -0.078
C 2.285 4.811 4.987 -0.248
O 0.856 4.716 5.122 -0.119
H 2.085 4.799 2.800 0.058
H 2.267 3.159 3.467 0.062
H 3.668 4.200 3.397 0.080
H 2.627 5.873 5.037 0.126
H 2.810 4.225 5.775 0.111
H 0.599 5.107 5.980 0.115
C 4.332 1.573 5.101 -0.099
C 4.740 1.148 3.755 -0.324
O 6.182 1.182 3.648 -0.080
H 4.324 0.723 5.798 0.075
H 3.275 1.789 5.048 0.043
H 4.935 2.418 5.418 0.091
H 4.330 1.901 3.086 0.082
H 4.313 0.136 3.583 0.112
H 6.413 1.226 2.701 0.035
C 4.963 4.214 -0.772 -0.080
C 4.586 3.741 0.625 -0.318
O 5.728 3.823 1.461 -0.065
H 5.357 5.225 -0.687 0.079
H 4.147 4.307 -1.479 0.056
H 5.739 3.594 -1.178 0.060
H 4.096 2.735 0.608 0.103
H 3.853 4.436 1.007 0.074
H 6.290 3.108 1.165 0.038
C 5.587 -0.079 0.030 -0.069
C 7.046 0.274 -0.038 -0.290
O 7.295 1.259 0.942 -0.089
H 5.351 -0.525 0.994 0.084
H 5.362 -0.756 -0.798 0.060
H 4.961 0.785 -0.104 0.046
H 7.344 0.616 -1.032 0.111
H 7.669 -0.644 0.099 0.125
H 8.207 1.541 1.006 0.109
C -0.786 -2.878 -3.675 -0.076
C 0.560 -3.543 -3.622 -0.248
O 1.639 -2.588 -3.950 -0.108
H -0.795 -1.933 -3.090 0.064
H -1.574 -3.520 -3.251 0.078
H -1.071 -2.702 -4.701 0.071
H 0.596 -4.389 -4.313 0.120
H 0.724 -3.875 -2.581 0.090
H 2.456 -3.016 -4.208 0.076
C -3.462 4.767 -0.980 -0.062
C -2.576 6.020 -0.777 -0.292
O -3.187 7.151 -1.411 -0.070
H -4.489 5.013 -0.651 0.082
H -3.002 3.921 -0.525 0.032
H -3.603 4.570 -2.056 0.066
H -1.580 5.958 -1.226 0.096
H -2.480 6.253 0.250 0.087
H -3.513 7.733 -0.744 0.064
C -5.966 2.201 1.068 -0.096
C -7.438 2.450 0.891 -0.284
O -8.075 1.253 0.346 -0.097
H -5.492 2.096 0.086 0.060
H -5.737 1.291 1.591 0.035
H -5.411 3.073 1.539 0.093
H -7.726 3.220 0.148 0.118
H -7.933 2.685 1.836 0.102
H -7.996 0.559 0.986 0.019
C 7.770 -4.710 -2.043 -0.023
C 6.415 -4.912 -2.726 -0.534
C 5.985 -6.338 -2.672 -0.158
C 5.474 -6.792 -1.314 -0.175
C 4.409 -5.810 -0.845 -0.144
C 4.811 -4.333 -0.795 -0.527
N 5.320 -4.033 -2.126 -0.051
O 5.804 -2.685 -2.182 -0.054
C 3.464 -3.618 -0.566 -0.039
C 5.699 -4.039 0.409 -0.010
C 6.499 -4.474 -4.157 -0.038
H 7.753 -5.222 -1.066 0.071
H 7.987 -3.624 -1.861 0.093
H 8.615 -5.111 -2.634 0.093
H 5.161 -6.484 -3.407 0.134
H 6.801 -6.976 -3.000 0.125
H 6.289 -6.845 -0.585 0.100
H 5.125 -7.830 -1.412 0.118
H 3.998 -5.997 0.168 0.132
H 3.606 -6.005 -1.529 0.112
H 3.126 -4.067 0.368 0.077
H 3.645 -2.532 -0.419 0.076
H 2.744 -3.737 -1.373 0.072
H 6.358 -3.209 0.183 0.069
H 5.035 -3.714 1.231 0.090
H 6.301 -4.916 0.650 0.077
H 5.511 -4.524 -4.549 0.074
H 7.158 -5.168 -4.650 0.089
H 6.846 -3.449 -4.224 0.084
H 5.191 -2.264 -2.775 0.040
C 4.589 -0.387 -4.300 -0.036
C 3.808 0.918 -4.586 -0.486
C 4.337 1.381 -5.965 -0.117
C 3.492 2.584 -6.512 -0.163
C 2.037 2.110 -6.612 -0.141
C 1.430 1.647 -5.281 -0.518
N 2.325 0.579 -4.692 -0.040
O 1.760 0.217 -3.442 -0.060
C 1.103 2.802 -4.361 -0.019
C 0.103 1.052 -5.647 -0.059
C 4.145 1.910 -3.510 -0.040
H 5.604 -0.205 -3.982 0.084
H 4.435 -1.086 -5.132 0.094
H 4.082 -0.942 -3.502 0.061
H 5.396 1.568 -5.890 0.114
H 4.114 0.584 -6.724 0.128
H 3.887 2.846 -7.484 0.101
H 3.572 3.473 -5.901 0.092
H 1.989 1.271 -7.322 0.117
H 1.334 2.867 -7.029 0.133
H 1.882 3.526 -4.223 0.068
H 0.289 3.349 -4.866 0.092
H 0.690 2.446 -3.426 0.070
H -0.575 1.827 -6.020 0.069
H 0.146 0.365 -6.506 0.095
H -0.339 0.561 -4.779 0.078
H 5.150 1.683 -3.190 0.070
H 3.453 1.707 -2.695 0.082
H 4.161 2.965 -3.777 0.076
H 1.667 -0.735 -3.561 0.044
C 1.016 -1.113 -0.555 -0.021
C 0.668 0.021 0.435 -0.458
C 0.463 1.364 -0.352 -0.099
C -0.934 1.450 -1.006 -0.171
C -1.898 1.217 0.072 -0.171
C -1.784 -0.124 0.744 -0.514
N -0.450 -0.181 1.378 -0.039
O -0.295 -1.475 1.950 -0.049
C -2.767 -0.095 1.899 -0.017
C -2.129 -1.281 -0.178 -0.001
C 1.993 0.194 1.187 -0.045
H 1.010 -2.062 0.003 0.077
H 2.026 -0.961 -0.961 0.080
H 0.331 -1.076 -1.389 0.046
H 0.628 2.249 0.301 0.107
H 1.259 1.448 -1.088 0.099
H -1.013 0.684 -1.761 0.095
H -1.116 2.391 -1.529 0.107
H -2.984 1.227 -0.188 0.118
H -1.671 1.887 0.902 0.106
H -2.486 0.739 2.536 0.068
H -3.836 0.050 1.637 0.087
H -2.674 -1.015 2.525 0.079
H -3.171 -1.203 -0.511 0.095
H -1.533 -1.289 -1.093 0.048
H -1.900 -2.233 0.296 0.059
H 1.941 0.834 2.116 0.074
H 2.777 0.701 0.541 0.082
H 2.361 -0.766 1.540 0.072
H -0.537 -1.317 2.875 0.050
C -6.150 0.918 -7.096 -0.020
C -4.838 0.280 -6.599 -0.486
C -3.532 1.111 -6.933 -0.131
C -3.512 2.420 -6.135 -0.143
C -3.442 1.961 -4.614 -0.123
C -4.663 1.188 -4.173 -0.571
N -4.837 0.134 -5.123 -0.086
O -5.942 -0.721 -4.722 -0.027
C -4.254 0.520 -2.839 -0.032
C -5.829 2.092 -3.848 -0.020
C -4.701 -1.107 -7.240 -0.047
H -6.311 1.926 -6.742 0.063
H -6.994 0.349 -6.748 0.074
H -6.153 0.818 -8.195 0.090
H -2.632 0.499 -6.688 0.107
H -3.475 1.133 -8.035 0.118
H -4.374 3.030 -6.378 0.094
H -2.586 3.007 -6.316 0.101
H -3.323 2.858 -3.969 0.119
H -2.586 1.243 -4.504 0.111
H -3.532 -0.280 -3.020 0.084
H -3.787 1.304 -2.185 0.078
H -5.167 0.178 -2.360 0.081
H -6.056 2.802 -4.669 0.083
H -6.706 1.508 -3.699 0.076
H -5.648 2.728 -2.979 0.082
H -4.765 -1.157 -8.345 0.095
H -5.518 -1.737 -6.882 0.071
H -3.790 -1.654 -6.972 0.083
H -5.554 -1.588 -4.923 0.092
C -5.532 1.094 5.097 -0.047
C -5.021 -0.253 5.428 -0.529
C -5.601 -0.848 6.709 -0.037
O -5.249 -1.128 4.339 -0.058
H -5.120 1.387 4.143 0.061
H -5.233 1.853 5.861 0.105
H -6.617 1.040 5.005 0.090
H -3.937 -0.156 5.558 0.109
H -6.677 -0.814 6.637 0.076
H -5.376 -0.268 7.640 0.098
H -5.228 -1.868 6.803 0.060
H -4.699 -1.906 4.539 0.060
C -1.143 0.553 6.745 -0.022
C -0.957 0.312 5.216 -0.413
C 0.383 0.938 4.801 -0.034
O -0.925 -1.104 4.911 -0.095
H -0.807 1.542 7.014 0.071
H -0.599 -0.170 7.321 0.071
H -2.207 0.512 7.072 0.076
H -1.730 0.760 4.616 0.101
H 1.151 0.475 5.447 0.077
H 0.386 2.012 4.955 0.065
H 0.698 0.661 3.777 0.064
H -1.722 -1.584 5.197 0.064
C 3.241 -3.148 6.848 -0.050
C 2.408 -2.270 5.930 -0.491
C 2.383 -2.746 4.489 -0.048
O 1.081 -2.460 6.434 -0.093
H 2.991 -4.174 6.596 0.077
H 2.977 -2.887 7.898 0.094
H 4.294 -3.001 6.723 0.068
H 2.698 -1.207 5.980 0.118
H 3.328 -2.572 3.938 0.084
H 1.622 -2.220 3.912 0.058
H 2.121 -3.797 4.530 0.078
H 0.466 -1.826 5.999 0.044
C -8.352 -3.081 0.598 -0.051
C -7.178 -2.613 1.480 -0.467
C -5.810 -3.036 0.798 -0.051
O -7.213 -1.233 1.796 -0.072
H -8.288 -4.149 0.407 0.081
H -8.361 -2.448 -0.283 0.082
H -9.251 -2.860 1.160 0.072
H -7.263 -3.193 2.448 0.140
H -5.598 -4.082 0.982 0.063
H -4.945 -2.451 1.135 0.046
H -5.857 -2.827 -0.290 0.084
H -6.638 -1.137 2.593 0.079
C -2.581 -3.793 3.419 -0.033
C -2.838 -3.994 4.935 -0.440
C -1.557 -4.471 5.537 -0.045
O -3.231 -2.730 5.509 -0.090
H -2.345 -4.733 2.889 0.082
H -1.794 -3.058 3.351 0.052
H -3.468 -3.397 2.869 0.078
H -3.665 -4.707 5.101 0.146
H -1.360 -5.499 5.167 0.107
H -1.616 -4.476 6.613 0.085
H -0.763 -3.803 5.240 0.062
H -3.327 -2.909 6.459 0.114
C -2.655 -4.987 0.145 -0.058
C -1.298 -4.774 -0.526 -0.469
C -0.160 -4.716 0.485 -0.037
O -0.993 -5.743 -1.552 -0.044
H -3.448 -5.067 -0.598 0.083
H -2.890 -4.039 0.662 0.049
H -2.680 -5.887 0.760 0.084
H -1.407 -3.816 -1.050 0.100
H -0.009 -5.707 0.931 0.091
H -0.408 -4.042 1.307 0.061
H 0.779 -4.337 0.120 0.040
H -1.044 -6.592 -1.150 0.065
C 2.361 6.961 0.112 -0.048
C 0.928 6.487 -0.086 -0.487
C 0.933 4.967 -0.074 -0.059
O -0.018 7.040 0.813 -0.052
H 2.431 8.012 -0.125 0.076
H 3.017 6.405 -0.550 0.060
H 2.675 6.818 1.147 0.079
H 0.673 6.817 -1.085 0.129
H -0.016 4.540 -0.375 0.061
H 1.211 4.582 0.930 0.065
H 1.757 4.582 -0.668 0.068
H -0.053 6.445 1.590 0.041